Computed, not measured: 3 unconnected molecules or ions with the total composition C4H14NO3 at a distorted geometry, with ωB97M-V with the def2-TZVPD basis set.

XYZ file:
```
22
Properties=species:S:1:pos:R:3:forces:R:3:mulliken_charge:R:1
H 2.39503 -0.39847 -0.69285 0.8 0.0 0.0 0.3396
H -0.66238 2.30851 0.07265 -0.5 -0.6 -1.1 0.4141
C -0.08604 -1.41499 0.65979 2.2 1.3 -1.4 0.2981
O 0.40282 1.58623 0.57963 -0.3 0.7 -0.4 -0.7456
N 0.68923 -0.56646 1.64302 1.4 0.7 -1.2 -0.6012
H 1.66231 -0.89412 -2.25349 0.4 0.5 -0.7 0.3682
C 1.50218 -0.64869 -1.22376 -1.6 -1.3 0.6 -0.9764
H -0.57494 0.95428 2.28610 -0.4 0.4 0.1 0.3458
H -1.09382 1.89244 -1.40336 0.5 0.3 0.1 0.3032
C 0.37782 0.95223 1.74475 0.5 -0.7 1.1 -0.4362
H 0.29396 -2.51633 -1.32130 -1.1 0.1 -0.6 0.4588
O -1.42282 2.52436 -0.75237 1.2 0.8 0.4 -0.8987
H -2.38841 0.28359 -0.46680 -0.2 0.4 0.0 0.2631
H -2.70679 1.64287 -1.19911 -1.0 -2.1 1.8 0.3828
H -0.27197 -2.30112 1.20425 -1.5 -0.8 0.4 0.4929
H -0.82559 -0.78931 0.18041 -1.1 -0.3 0.5 -0.5239
H 1.45189 -2.64413 -0.15059 0.7 0.3 -0.2 0.3163
H 1.19809 1.39601 2.46335 -1.1 -1.1 -0.7 0.2316
H 0.83438 0.19936 -1.02415 0.2 0.0 -0.6 0.1845
C 0.79680 -1.89731 -0.61304 0.7 1.1 2.9 -0.6960
O -3.13808 0.74521 -0.86706 0.0 0.9 -1.3 -0.7733
H 1.56634 -0.41416 1.13392 0.2 -0.6 0.6 0.2524
```
Positions in Å, forces in eV/Å.

The charge is -1. As for the relative energy (zero: lowest compared OMol25 entry of this formula, charge and spin): 47.7 kcal/mol. The value obtained for the frontier orbital gap is 8.3 eV. The HOMO energy is -4.4 eV.

=====

Computed, not measured: a molecular structure, C21H34As2N4Re, with ωB97M-V with the def2-TZVPD basis set.

XYZ file:
```
62
Properties=species:S:1:pos:R:3:forces:R:3:mulliken_charge:R:1
C 4.19605 2.37161 -2.88192 -0.1 0.0 0.0 -0.8968
C 3.32938 -0.95566 0.62983 0.0 -0.1 0.1 -1.0528
H 0.96131 -0.75132 2.65074 0.0 0.0 0.0 0.1699
N -2.21342 1.05829 0.37359 -0.1 -0.2 -0.5 -0.1096
H 4.42453 0.29272 -2.44256 0.0 0.0 0.0 0.3747
H -4.26984 1.01152 -0.23874 0.0 0.0 0.0 0.6174
H -0.06320 -3.44854 -1.25124 0.0 0.0 0.0 0.4429
C -3.29782 0.63511 -0.56051 -0.1 0.1 0.0 -1.2943
C -4.24425 -2.97699 -1.18380 0.0 0.0 0.0 -0.4333
C -4.37828 -1.59780 -1.05255 0.0 -0.1 0.0 -1.1200
C -0.57885 -3.33367 -0.29529 -0.1 0.0 0.0 -1.2329
H 0.01137 4.57680 -0.24997 0.0 0.0 0.0 0.5819
C 1.47932 2.63617 1.64693 -0.1 0.1 0.1 -1.2788
C 2.65123 1.13658 -1.52433 0.2 0.0 -0.1 0.7059
H -1.99942 2.01020 0.10360 0.0 0.1 0.0 -0.0861
H 3.11579 -1.63119 -2.64857 0.0 0.0 0.0 0.5234
H 1.70562 4.39219 -1.79395 0.0 0.0 0.0 0.3773
C 2.20821 -1.86138 -2.09024 -0.1 -0.1 0.0 -1.1257
H 2.32314 -2.84604 -1.63712 0.0 0.0 0.0 0.4582
H 2.05003 1.78977 2.02327 0.0 0.0 0.0 0.3734
H 1.16643 -2.52013 0.28973 0.0 -0.2 0.1 0.1637
C -2.65089 1.09474 1.81444 0.0 0.0 0.0 -0.6254
H -3.48586 0.39888 1.92334 0.0 0.0 0.1 0.3809
H -3.02125 2.08011 2.09787 0.0 0.0 -0.1 0.5080
H -0.61323 -4.32024 0.16895 0.0 0.0 0.0 0.5935
H 3.41488 -0.14867 1.35406 0.0 0.0 0.0 0.3500
C -1.95488 -2.79288 -0.53496 0.0 0.1 0.0 1.0062
H -5.09038 -3.58010 -1.49238 0.0 0.0 0.0 0.5002
H -1.35307 3.82117 0.53883 0.0 0.0 0.0 0.5325
H -1.13570 3.64950 -1.24186 0.0 0.0 0.0 0.4950
As 2.04738 -0.48768 -0.73899 0.1 0.3 -0.1 0.3727
C 0.05108 -1.34770 2.74868 -0.1 -0.1 0.2 -0.4695
Re -0.44756 -0.28101 0.09438 -0.3 0.1 0.8 1.4552
H 0.95856 -3.27432 2.36014 0.0 0.0 -0.1 0.4701
C 0.11791 -2.66656 2.02704 0.0 0.0 0.0 -0.7075
H 3.09124 -1.89117 1.13692 0.0 0.0 0.0 0.4561
N -2.08111 -1.43688 -0.41365 -0.2 -0.2 -0.3 0.2845
H -2.89472 -4.65070 -1.00083 0.0 0.0 0.0 0.5783
H -5.32518 -1.11072 -1.25029 0.0 0.0 0.0 0.5728
N 0.19764 -2.37599 0.54981 0.0 0.0 -0.5 -0.2763
C -3.28770 -0.85384 -0.66986 0.1 -0.1 0.0 1.0733
H 0.79324 2.99919 2.41114 0.0 0.0 0.0 0.5838
C -1.48460 0.66477 2.66618 -0.3 0.0 0.2 -0.5284
C -3.01773 -3.57808 -0.91237 0.0 0.0 0.0 -1.0807
C -0.63619 3.69912 -0.27516 -0.1 0.0 0.0 -1.5673
H 5.08130 2.40272 -3.50328 0.0 0.0 0.1 0.4573
H 1.36498 -1.84296 -2.77767 0.0 0.0 0.0 0.3886
H -0.14010 -1.49121 3.81487 -0.1 0.1 0.0 0.5251
C 3.81311 1.17386 -2.28838 0.0 0.0 -0.1 -1.0900
H -0.78888 -3.24873 2.20343 0.0 0.0 0.1 0.3819
C 1.89875 2.28663 -1.32564 0.0 0.2 -0.1 0.6836
H 4.28547 -1.08018 0.11888 0.0 0.0 0.0 0.5211
H -0.64306 1.35174 2.62991 0.0 0.1 0.0 0.0631
H 2.16747 3.44000 1.38142 0.0 0.0 0.0 0.4979
C 2.28005 3.48350 -1.92146 0.0 0.0 0.0 -0.7775
H -1.78001 0.55500 3.71257 0.0 -0.2 0.0 0.5287
H 3.73661 4.44848 -3.16410 0.0 0.0 0.0 0.4592
As 0.53873 2.19484 0.00805 0.4 -0.1 -0.1 0.5993
H -1.86775 -1.23973 2.06163 0.0 -0.1 0.0 0.5297
C 3.43032 3.51821 -2.70384 0.0 0.0 0.0 -0.7911
H -3.09420 1.07258 -1.54170 0.0 0.0 0.0 0.4615
N -1.05195 -0.62390 2.06692 0.5 0.4 0.4 -0.5545
```
Positions in Å, forces in eV/Å.

The charge is +4. Its expectation value of S² is 0.758. As for the relative energy (zero: lowest compared OMol25 entry of this formula, charge and spin): 0.0 kcal/mol. The value obtained for the frontier orbital gap (alpha / beta) is 6.6 / 6.2 eV. Its spin multiplicity is 2. The HOMO energy (alpha / beta) is -20.7 / -20.7 eV.

=====

Computed, not measured: a molecular structure, C36H33F5N6SeTl at a distorted geometry, with ωB97M-V with the def2-TZVPD basis set.

XYZ file:
```
82
Properties=species:S:1:pos:R:3:forces:R:3:mulliken_charge:R:1
H 1.76563 -3.88915 -0.76725 0.1 0.0 0.0 0.3781
N 2.58453 0.00535 -2.46085 0.4 0.2 0.0 0.1018
C -0.79307 -0.43115 1.72505 0.1 0.1 0.2 1.1373
H -4.18897 -0.04145 2.09935 -0.1 0.0 0.1 0.4224
C -2.89827 -2.24855 -3.28105 0.0 0.1 0.0 -1.2771
H 2.31623 -1.65465 -3.65975 0.1 0.0 0.0 0.2870
C -0.75177 -1.72165 -2.33315 0.5 0.2 0.3 -0.3286
H 0.82613 -3.03935 -2.94345 0.1 -0.1 0.0 0.3318
H -3.00417 -3.95075 -4.56615 0.0 0.0 -0.1 0.3914
H -4.25687 0.09055 -3.27685 -0.1 -0.1 0.0 0.4788
H -2.42797 2.86055 0.06215 0.0 -0.1 0.0 1.0257
H 2.38233 2.64085 -1.89965 0.0 0.1 -0.1 0.5016
C 2.25983 0.71045 3.52025 -0.9 0.6 1.3 0.6440
H -1.12137 4.12535 -0.95215 0.0 0.0 0.0 0.2964
C 0.03413 -2.26005 3.32925 0.0 0.0 0.0 -2.0505
C -0.22537 -2.79905 -3.03775 0.1 0.1 0.1 0.1641
C -2.11607 -1.42585 -2.46665 0.2 -0.3 -0.1 0.7766
F 5.55803 1.32415 3.43515 -0.2 0.0 0.0 -0.3771
C 3.33623 0.73815 2.38015 1.1 0.1 -0.5 0.1187
H 3.28473 0.40255 -1.83045 -0.1 -0.2 0.0 -0.0114
H 3.94753 -0.95595 -3.77585 -0.1 -0.1 0.0 0.4163
N 0.83713 -1.97075 1.04795 -0.1 0.2 0.0 0.0022
C 1.54163 2.17645 -2.43665 0.2 0.1 -0.2 -1.0121
C -5.10787 2.25035 0.66455 -0.1 0.1 0.0 -0.8970
F 3.78253 -1.19845 3.90775 -0.7 0.2 -0.7 -0.4426
N 0.62513 1.61775 -1.48015 -0.3 0.1 0.4 0.0004
H 3.13893 -1.40195 -0.13125 0.0 0.2 -0.1 -0.1773
H 1.31753 0.64615 -3.97005 0.0 0.0 0.0 0.3655
C -2.36347 -3.32095 -3.96495 0.1 -0.1 -0.1 -0.6746
C -1.01497 -3.59945 -3.84955 0.1 -0.1 -0.1 -1.2319
C -2.12527 -0.47225 2.27895 -0.3 0.0 -0.1 -2.2973
F 2.77403 3.54985 2.91045 0.9 -0.2 0.9 -0.1551
C -0.03877 2.30845 -0.60965 0.3 -0.3 -0.5 -0.1247
C -4.34517 1.36595 -0.12575 -0.3 -0.4 -0.5 0.0685
H -3.95917 -2.06045 -3.34985 -0.1 0.1 0.0 0.5085
N -0.30757 0.43365 0.82635 0.1 0.7 0.5 0.5529
C -3.20037 0.04115 1.67095 0.0 -0.1 -0.1 -1.3128
C -2.37987 2.51455 2.14335 0.2 0.4 0.0 -1.0180
N 2.74733 -2.05665 -0.81285 0.2 -0.2 0.2 0.1641
C -4.72387 1.07835 -1.43235 0.2 0.0 0.5 -1.0391
H -0.58287 -4.44245 -4.37275 0.1 0.0 0.0 0.4268
C 3.58343 2.80295 3.71825 -1.4 0.0 -1.2 -0.5614
Tl 0.58923 -0.63495 -0.89525 -0.5 -0.8 -0.9 1.3678
H 1.05753 -2.33235 3.69795 0.1 -0.1 0.1 0.4360
C -0.75037 1.61605 0.43665 -0.3 -0.2 0.4 1.0969
H -2.27337 -1.06745 3.16945 0.0 0.0 0.1 0.2453
H 4.65083 -1.85725 -1.70845 -0.1 -0.1 0.0 0.3578
C 3.12113 -1.18485 -3.08515 0.0 -0.1 0.0 -0.6187
Se 3.14673 1.07395 0.54435 0.1 0.2 -0.3 -0.3392
H 2.57903 -2.67995 1.92645 0.0 -0.2 -0.1 0.1741
H 3.62953 -3.15605 -2.35485 0.1 0.0 0.0 0.4388
C -2.12767 2.06655 0.75295 0.3 0.3 0.3 -0.3920
H 0.60483 4.24745 -1.29745 0.1 0.0 0.0 0.5518
H 1.07493 2.93985 -3.07175 0.0 -0.1 0.1 0.4980
C -3.59387 2.89505 2.58825 0.4 0.1 0.0 -0.7043
F 3.25293 1.38935 5.74315 -0.1 0.1 -0.4 -0.3758
C -4.81577 2.86585 1.85525 -0.5 0.2 0.0 -0.7691
C 3.13903 1.57725 4.39445 -0.5 -0.5 0.7 0.3018
H -0.55207 -1.71545 4.06105 0.0 0.0 0.0 0.5257
C -0.12997 3.80875 -0.62865 0.2 -0.1 -0.1 -1.8797
H -5.62917 1.53045 -1.82065 -0.1 0.1 0.0 0.3716
H -5.62647 3.43015 2.30955 0.0 0.0 -0.1 0.3033
H 1.35423 -3.93305 1.61935 0.1 0.1 -0.1 0.3686
C 2.93773 -0.49755 3.06205 1.2 0.4 1.3 0.4879
H -3.66237 3.28145 3.60085 0.0 0.0 0.1 0.3828
C 4.23433 1.56625 3.30545 0.3 -0.5 -0.5 0.1545
C 3.62113 -2.13085 -1.97535 -0.1 0.1 -0.3 -0.8328
H 3.36433 -3.91765 0.01865 -0.1 0.0 0.0 0.5168
C -3.05597 0.79255 0.38075 -0.5 0.0 0.1 1.9603
C -2.81327 -0.35485 -1.70865 -0.4 0.7 0.4 1.0192
C 2.10203 1.05895 -3.32585 -0.1 0.2 -0.1 -1.0760
H -6.09057 2.46875 0.25185 0.0 0.1 0.0 0.3097
H -1.52837 2.53745 2.80735 0.1 -0.1 0.2 0.3626
H 0.03463 4.17775 0.38135 0.0 0.1 0.0 0.3812
H -0.36037 -3.27355 3.22805 0.0 0.0 0.0 0.3648
C 0.06083 -1.56045 2.00165 0.0 -0.1 -0.6 1.0959
C 2.45813 -3.31345 -0.14095 -0.1 -0.2 0.2 -0.9643
N -2.36607 -0.10245 -0.52095 0.0 -0.6 -0.5 0.2797
C 1.80603 -3.01405 1.21455 0.1 -0.1 0.0 -0.5054
C -3.97637 0.25375 -2.24725 0.0 -0.1 -0.6 -1.6668
F 0.92503 0.93185 3.46435 0.7 0.1 0.0 -0.2357
H 2.89793 1.47435 -3.96765 -0.2 -0.1 0.0 0.4346
```
Positions in Å, forces in eV/Å.

The charge is -1. The value obtained for the frontier orbital gap (alpha / beta) is 3.6 / 3.9 eV. The HOMO energy (alpha / beta) is -2.8 / -2.8 eV.

=====

Computed, not measured: a molecular structure, C21H16Cl2N2O2SV at a distorted geometry, with ωB97M-V with the def2-TZVPD basis set.

XYZ file:
```
45
Properties=species:S:1:pos:R:3:forces:R:3:mulliken_charge:R:1
C 1.57521 0.03641 -3.37352 0.3 -0.2 0.1 -0.9860
H -0.97301 5.39696 0.76094 0.2 -0.2 0.1 0.3700
C -3.67994 -1.10018 -0.19330 0.1 -0.1 0.1 -1.0221
C -1.44226 -1.20739 1.43511 -0.2 -0.7 0.4 0.2578
O -3.45306 1.02685 -2.10906 0.2 0.2 0.4 -0.5891
H -4.38105 -2.86176 0.80372 -0.1 -0.1 0.0 0.4643
V -0.41286 1.62080 0.01721 -0.4 0.3 1.8 0.3956
C -2.47293 -2.19698 1.54535 0.3 0.2 0.0 1.2234
C -2.75972 1.03644 -1.12042 -1.8 -2.0 -0.9 0.1618
H 0.44011 4.76914 1.71819 -0.2 0.0 -0.2 0.3754
C 2.01714 0.28900 -0.69481 1.2 -0.8 0.1 -0.0843
Cl 0.36404 3.88124 -0.45308 0.2 0.5 -0.9 -0.0500
Cl -1.37369 3.27184 1.72268 -0.2 0.1 0.6 -0.0372
H 5.30525 -1.03423 0.90201 0.1 -0.1 0.0 0.4116
C -0.25991 -2.33563 3.22505 0.0 0.2 -0.3 -0.8630
H -1.17744 -4.10687 4.04061 0.0 0.0 0.0 0.4110
H 1.35645 -0.01854 -4.42825 0.0 0.0 -0.1 0.5078
H 3.38776 -1.08902 -3.49110 0.0 0.0 -0.1 0.4502
C 4.39637 -0.67308 0.44864 0.1 -0.3 -0.5 -0.7016
C -3.60141 -2.12194 0.71087 0.2 0.3 -0.2 -0.6087
C -0.35843 4.53018 1.01294 0.0 0.6 0.5 -0.3111
H -1.32778 0.86460 -3.28104 0.0 0.1 0.0 0.2710
C 2.97263 -0.40729 -1.48470 -0.4 0.2 0.3 0.7426
C -2.64369 -0.16223 -0.21449 -0.3 -0.1 -0.2 1.0420
H -3.13804 -3.97199 2.53525 -0.1 -0.1 0.1 0.3994
N -1.55825 -0.18413 0.53759 -0.3 0.3 -0.2 0.2745
O -2.03243 2.00245 -0.69870 0.6 1.7 -0.2 -0.4882
H 0.44834 -0.58989 2.25922 -0.1 -0.1 0.0 -0.0629
H -4.50435 -0.96471 -0.87481 -0.1 0.0 0.0 0.5593
H -0.70377 2.38728 -2.63964 0.0 -0.1 -0.1 0.3130
H 0.59185 -2.38773 3.88851 0.1 0.0 0.0 0.4495
N 0.87329 0.81056 -1.22628 0.8 -0.4 -0.9 0.6141
C 2.69499 -0.55151 -2.85934 -0.2 0.1 0.0 -0.8107
C 3.47326 0.02359 1.22862 -0.6 0.2 -0.2 -0.5663
C 2.30054 0.50031 0.67524 0.4 0.0 -0.3 0.5837
S 1.21149 1.49270 1.60335 0.0 0.3 0.6 -0.5222
H 4.86101 -1.42790 -1.49760 0.1 0.0 0.0 0.4111
C -1.26480 -3.30910 3.31817 -0.3 -0.1 -0.1 -0.5726
C -0.34014 -1.32392 2.30310 0.4 0.0 0.2 -0.1137
H -0.13896 1.77164 -4.19934 0.0 0.0 0.0 0.5484
C -0.43226 1.48528 -3.19092 -0.2 0.1 0.0 -1.6946
H 3.66741 0.20936 2.27332 0.1 0.0 0.1 0.5369
C -2.34825 -3.23782 2.48955 0.2 0.0 0.1 -0.9206
C 4.15259 -0.89098 -0.88460 0.1 0.0 0.2 -0.8731
C 0.68871 0.74820 -2.54022 0.2 0.0 -0.4 1.1037
```
Positions in Å, forces in eV/Å.

The charge is +1. The value obtained for the frontier orbital gap (alpha / beta) is 7.4 / 7.4 eV. The HOMO energy (alpha / beta) is -11.2 / -11.2 eV.

=====

Computed, not measured: a single H2N2 molecule at a distorted geometry, with ωB97M-V with the def2-TZVPD basis set.

XYZ file:
```
4
Properties=species:S:1:pos:R:3:forces:R:3:mulliken_charge:R:1
H 0.35251 -0.11252 -1.14749 0.7 -0.4 -2.3 0.1844
N 0.14622 -0.10441 0.59149 -6.3 3.2 1.8 -0.2146
N -0.33144 0.19906 -0.50458 -0.1 0.2 1.0 -0.1695
H 0.94402 -0.55008 0.53908 5.7 -3.0 -0.6 0.1997
```
Positions in Å, forces in eV/Å.

As for the relative energy (zero: lowest compared OMol25 entry of this formula, charge and spin): 11.0 kcal/mol. The value obtained for the frontier orbital gap is 10.6 eV. As for the SMILES: [H]/N=N\[H]. The HOMO energy is -9.8 eV.

=====

Computed, not measured: 2 unconnected molecules or ions with the total composition CCl2F3OP at a distorted geometry, with ωB97M-V with the def2-TZVPD basis set.

XYZ file:
```
8
Properties=species:S:1:pos:R:3:forces:R:3:mulliken_charge:R:1
F 1.77820 1.30205 -1.37630 -1.1 0.1 1.9 -0.1809
P -1.18361 -1.20806 0.25000 1.8 -1.6 -0.7 0.7517
C 1.27813 1.35741 -0.08634 1.5 0.2 -1.5 0.4832
O -1.61637 -1.14164 1.62128 -0.7 0.6 1.8 -0.4115
F 2.29884 1.32024 0.75420 -0.6 -0.2 -0.2 -0.1674
Cl -0.59462 -3.17969 -0.12337 0.0 0.7 -0.2 -0.2048
Cl -2.51150 -0.88361 -1.15161 -0.9 0.4 -0.9 -0.1264
F 0.55094 2.43330 0.11214 0.0 -0.3 -0.2 -0.1439
```
Positions in Å, forces in eV/Å.

As for the relative energy (zero: lowest compared OMol25 entry of this formula, charge and spin): 59.8 kcal/mol. The value obtained for the frontier orbital gap (alpha / beta) is 8.6 / 8.0 eV. The HOMO energy (alpha / beta) is -10.1 / -10.8 eV.